(P)
Density functional theory data (wB97M-V/def2-TZVPD) for a cluster of 2 separate species, C3H9NO2S2 in total.

Structure (XYZ):
```
17
Properties=species:S:1:pos:R:3:nbo_charge:R:1
C -1.905 -0.906 -0.019 -0.71
C 1.157 0.062 1.173 -1.02
C -1.073 0.355 -0.264 0.24
N -0.439 0.731 -1.373 -0.65
O 2.107 1.648 -0.624 -0.98
O 1.739 -0.653 -1.020 -0.92
S 4.311 -0.249 0.303 -0.50
S 2.434 0.409 0.034 1.78
H -1.232 -1.834 -0.068 0.26
H -2.754 -1.003 -0.690 0.24
H -2.276 -0.883 1.021 0.25
H 1.109 0.657 2.065 0.21
H 1.174 -1.012 1.232 0.20
H -0.744 1.073 0.492 0.25
H -0.384 0.109 -2.094 0.40
H 2.245 -1.472 -0.872 0.50
H 0.147 1.491 -1.266 0.44
```

Calculated values
HOMO-LUMO gap = 7.1 eV
Net charge = 0

(Q)
Density functional theory data (wB97M-V/def2-TZVPD) for a cluster of 2 separate species, C3H9NO2S2 in total.

Structure (XYZ):
```
17
Properties=species:S:1:pos:R:3:nbo_charge:R:1
N 0.680 1.529 0.650 -0.85
C -0.587 0.833 0.525 -0.17
C -1.639 1.683 1.206 0.44
O -2.034 1.428 2.313 -0.51
C -0.645 -0.611 1.048 -0.58
S -0.549 -1.922 -0.190 0.11
S 1.034 -1.566 -1.392 -0.13
H 0.726 2.074 1.497 0.36
H 1.501 0.922 0.580 0.40
H -0.834 0.766 -0.551 0.20
H -1.962 2.612 0.731 0.12
H -1.427 -0.802 1.776 0.27
H 0.240 -0.747 1.660 0.22
H 0.661 -0.668 -2.316 0.12
H 1.877 2.400 -1.105 0.49
H 2.175 1.733 -2.471 0.47
O 2.201 1.592 -1.516 -0.96
```

Calculated values
HOMO-LUMO gap = 9.4 eV
Net charge = 0
SMILES = N[C@H](C=O)CSS.O

(R)
Density functional theory data (wB97M-V/def2-TZVPD) for an isolated molecule of C3H9NO2S2.

Structure (XYZ):
```
17
Properties=species:S:1:pos:R:3:nbo_charge:R:1
C -1.796 1.456 -1.404 -0.45
C 0.063 -2.652 1.443 -0.78
C 1.842 1.246 -0.232 -0.82
N -1.029 1.438 -0.184 -0.90
O 0.314 0.057 1.332 -0.87
O 0.202 -0.672 -1.137 -0.93
S -0.631 -1.123 2.078 0.54
S 0.163 0.486 -0.244 2.19
H -1.325 2.253 -2.084 0.18
H -1.698 0.426 -1.913 0.21
H -2.932 1.800 -1.246 0.21
H 0.389 -2.577 0.395 0.27
H -0.899 -3.107 1.677 0.23
H 0.802 -3.064 2.149 0.22
H 2.522 0.509 0.279 0.25
H 2.240 1.432 -1.226 0.24
H 1.775 2.095 0.318 0.23
```

Calculated values
HOMO-LUMO gap = 9.6 eV
Net charge = 0
SMILES = CN=[S@](C)(=O)OSC

Best to worst by energy: (Q), (R), (P).

(P)
Density functional theory data (wB97M-V/def2-TZVPD) for an isolated molecule of C4H6ClN2P.

Structure (XYZ):
```
14
Properties=species:S:1:pos:R:3:nbo_charge:R:1
C -0.170 -0.278 0.860 0.02
C -0.946 0.830 0.608 -0.27
C 0.009 -0.757 2.225 -0.65
C 0.732 -0.032 -2.579 -0.41
N 0.455 -0.562 -0.227 -0.22
N 0.134 0.216 -1.331 -0.45
P -0.969 1.487 -0.966 0.82
Cl -1.982 1.612 2.397 -0.21
H 0.690 -0.104 2.690 0.24
H 0.373 -1.826 2.463 0.24
H -0.969 -0.546 2.777 0.26
H 0.794 0.957 -2.988 0.21
H 1.697 -0.534 -2.580 0.23
H 0.152 -0.462 -3.349 0.21
```

Calculated values
HOMO-LUMO gap = 9.2 eV
Net charge = 0
SMILES = Cc1nn(C)pc1Cl

(Q)
Density functional theory data (wB97M-V/def2-TZVPD) for a structure of composition C4H6ClN2P.

Structure (XYZ):
```
14
Properties=species:S:1:pos:R:3:nbo_charge:R:1
C -0.042 -0.835 -0.870 -0.01
C 0.395 -1.831 0.029 -0.52
C -0.076 -1.286 -2.263 -0.64
C -0.235 1.959 1.350 -0.41
N -0.353 0.378 -0.558 -0.20
N -0.235 0.572 0.718 -0.42
P 0.262 -0.912 1.518 1.02
Cl 0.715 -0.373 3.436 -0.17
H 0.253 -2.329 -2.148 0.24
H 0.769 -0.862 -2.784 0.22
H -0.993 -1.285 -2.983 0.23
H 0.701 2.488 0.865 0.22
H -1.178 2.508 1.262 0.22
H 0.018 1.807 2.428 0.22
```

Calculated values
HOMO-LUMO gap = 7.6 eV
Net charge = 0

Best to worst by energy: (P), (Q).

(P)
Density functional theory data (wB97M-V/def2-TZVPD) for an isolated molecule of C6H11P.

Structure (XYZ):
```
18
Properties=species:S:1:pos:R:3:nbo_charge:R:1
C -1.321 -0.984 0.784 -0.51
C 0.854 0.794 -1.752 -0.34
C -1.816 -3.095 2.080 -0.59
C 2.819 2.001 -1.909 -0.57
C -2.149 -1.654 1.833 -0.50
C 1.311 2.192 -1.597 -0.53
P -0.561 -0.124 -0.287 0.72
H 0.444 0.640 -2.793 0.16
H -1.665 -3.510 1.173 0.21
H -2.562 -3.653 2.620 0.21
H -0.945 -3.323 2.716 0.21
H 3.424 1.611 -1.178 0.22
H 3.191 2.908 -2.364 0.22
H 2.807 1.088 -2.559 0.22
H -1.971 -1.196 2.766 0.23
H -3.142 -1.486 1.492 0.23
H 0.878 2.905 -2.337 0.18
H 1.269 2.640 -0.614 0.23
```

Calculated values
HOMO-LUMO gap = 7.5 eV
Net charge = 0
SMILES = CCC#P=CCC

(Q)
Density functional theory data (wB97M-V/def2-TZVPD) for an isolated molecule of C6H11P.

Structure (XYZ):
```
18
Properties=species:S:1:pos:R:3:nbo_charge:R:1
C 0.507 0.531 -1.008 -0.15
C 0.041 0.714 1.041 -0.38
C 1.318 0.296 0.249 -0.31
C -0.651 1.174 -0.274 -0.33
C 1.937 -1.118 0.367 -0.62
C -1.953 0.553 -0.674 -0.61
P 0.816 -0.217 -2.646 0.30
H -0.339 -0.136 1.422 0.19
H 0.052 1.463 1.768 0.21
H 2.098 1.037 0.547 0.22
H -0.657 2.267 -0.326 0.23
H 1.095 -1.578 -0.164 0.23
H 2.226 -1.334 1.346 0.22
H 2.892 -1.225 -0.277 0.22
H -2.216 -0.117 0.105 0.21
H -1.839 -0.072 -1.590 0.22
H -2.844 1.271 -0.936 0.21
H -0.386 0.233 -2.944 -0.07
```

Calculated values
HOMO-LUMO gap = 8.5 eV
Net charge = 0
SMILES = [H]/P=C1/[C@H](C)C[C@@H]1C

(R)
Density functional theory data (wB97M-V/def2-TZVPD) for a cluster of 2 separate species, C6H11P in total.

Structure (XYZ):
```
18
Properties=species:S:1:pos:R:3:nbo_charge:R:1
C 0.191 0.573 -2.550 -0.33
C 0.414 1.511 -1.602 -0.34
C 0.243 1.384 -0.238 -0.37
C -1.267 -0.470 1.470 -0.70
C 0.810 -1.507 0.578 -0.66
C -0.475 -0.766 0.283 -0.05
P 0.457 2.562 0.952 0.36
H 0.604 0.854 -3.490 0.20
H -0.254 -0.447 -2.429 0.20
H 0.924 2.502 -1.835 0.20
H -0.911 -0.809 2.372 0.21
H -2.306 -0.934 1.446 0.22
H -1.111 0.597 1.661 0.25
H 1.174 -1.585 1.655 0.22
H 0.409 -2.560 0.439 0.21
H 1.657 -1.395 -0.132 0.23
H -0.988 -1.191 -0.584 0.20
H 0.429 1.681 2.004 -0.05
```

Calculated values
HOMO-LUMO gap (alpha / beta) = 7.7 / 7.7 eV
Net charge = 0

(S)
Density functional theory data (wB97M-V/def2-TZVPD) for an isolated molecule of C6H11P.

Structure (XYZ):
```
18
Properties=species:S:1:pos:R:3:nbo_charge:R:1
C 1.309 0.758 0.480 0.10
C 1.893 1.862 0.159 -0.51
C 1.456 -0.680 0.605 -0.54
C 0.376 -1.445 -0.144 -0.38
C -0.922 -1.143 0.536 -0.70
C -2.157 1.069 -0.847 -0.99
P -1.495 0.676 0.785 0.60
H 1.349 2.782 0.262 0.23
H 2.949 1.903 -0.059 0.20
H 2.418 -0.957 0.030 0.22
H 1.478 -1.163 1.604 0.24
H 0.388 -1.200 -1.286 0.20
H 0.451 -2.589 -0.153 0.22
H -1.735 -1.824 0.132 0.22
H -0.866 -1.502 1.489 0.20
H -3.127 1.452 -0.732 0.23
H -2.201 0.200 -1.557 0.23
H -1.564 1.800 -1.302 0.24
```

Calculated values
HOMO-LUMO gap (alpha / beta) = 7.8 / 7.7 eV
Net charge = 0

Best to worst by energy: (Q), (S), (R), (P).